1.
Entry from the OMol25 dataset: a molecular structure, C30H27F5N6O2PS4Tc (the ωB97M-V functional and the def2-TZVPD basis).

Summary:
spin multiplicity	2
energy relative to the best compared isomer or geometry (same formula, charge and spin)	3.8	kcal/mol
expectation value of S²	0.8655
E_tot	-112996.42515	eV
E_LUMO (alpha / beta)	-4.992 / -4.394	eV
total charge	+1
frontier orbital gap (alpha / beta)	5.3987 / 6.0004	eV

Positions of all 76 atoms, in Å:
Tc 1.06687 -0.35067 -1.05386
F 8.24371 -0.48224 -1.08329
C 6.97124 -0.11548 -1.08274
C 6.05135 -0.79251 -1.86607
F 6.44175 -1.80618 -2.63623
C 4.72449 -0.40185 -1.85430
F 3.89234 -1.06434 -2.68537
C 4.26073 0.64743 -1.07763
S 2.58690 1.24629 -0.98574
C 5.21181 1.31989 -0.31853
F 4.83160 2.34039 0.44264
C 6.54863 0.95106 -0.30818
F 7.41901 1.60923 0.44448
N -2.44574 -2.74180 6.12990
C -1.67804 -2.05226 5.23612
C -2.27813 -1.26328 4.24271
C -1.50359 -0.58996 3.32557
C -0.11754 -0.70140 3.37872
C 0.49602 -1.47471 4.35935
C -0.27813 -2.14321 5.28072
S 0.84727 0.17711 2.23026
O 2.18107 0.33592 2.72472
O 0.11044 1.28889 1.71779
N 1.01063 -0.83413 0.86735
C 1.88259 -1.89146 0.86352
N 2.31268 -2.07842 -0.40694
C 3.10269 -3.11915 -0.64927
C 3.50151 -3.94999 0.38134
C 3.03958 -3.63965 1.65445
N 2.22363 -2.62054 1.90596
H -3.41942 -2.50977 6.21502
H -2.01114 -3.12480 6.95053
H -3.35606 -1.18005 4.20425
H -1.96120 0.02717 2.56338
H 1.57259 -1.53189 4.39686
H 0.19259 -2.73753 6.05267
H 3.43290 -3.26651 -1.67033
H 4.15046 -4.79282 0.20522
H 3.32832 -4.23914 2.50904
N 1.18728 -0.59030 -3.25513
C -0.02585 -1.24351 -3.79735
C -0.31771 -2.43119 -2.90454
N -0.42139 -1.92313 -1.52576
H 1.30894 0.33358 -3.66166
H 2.01275 -1.12893 -3.49683
H 0.11428 -1.54714 -4.83598
H -0.84268 -0.52080 -3.74804
H 0.50671 -3.14715 -2.95161
H -1.22866 -2.94590 -3.21468
H -0.33150 -2.68226 -0.85431
H -1.35595 -1.52079 -1.34470
S -2.86683 -0.50951 -0.03091
P -2.32306 1.22343 -0.77864
S -0.33364 1.45611 -1.42361
C -3.31398 1.66700 -2.23837
C -2.76998 2.10841 -3.43873
C -3.60318 2.44663 -4.49574
C -4.97776 2.35177 -4.35567
C -5.52475 1.91762 -3.15497
C -4.69833 1.57429 -2.10028
C -2.54846 2.58863 0.38367
C -2.06596 3.85442 0.06256
C -2.26067 4.90583 0.93979
C -2.93965 4.69909 2.13331
C -3.42953 3.44104 2.44720
C -3.23526 2.38302 1.57268
H -1.69842 2.20377 -3.55025
H -3.17393 2.79226 -5.42611
H -5.62533 2.61871 -5.17933
H -6.59740 1.84493 -3.04175
H -5.12495 1.22285 -1.16925
H -1.53241 4.02000 -0.86490
H -1.87981 5.88731 0.69420
H -3.08707 5.52282 2.81839
H -3.96238 3.28002 3.37421
H -3.61989 1.39946 1.80902

2.
Entry from the OMol25 dataset: 3 unconnected molecules or ions with the total composition C2H7NO4 (the ωB97M-V functional and the def2-TZVPD basis).

Summary:
energy relative to the best compared isomer or geometry (same formula, charge and spin)	195.9	kcal/mol
E_tot	-11859.84623	eV
E_LUMO (alpha / beta)	0.212 / -0.102	eV
total charge	0
frontier orbital gap (alpha / beta)	9.7533 / 8.6689	eV

Positions of all 14 atoms, in Å:
C 1.52854 0.96947 -0.85926
C 0.96412 -0.06049 0.06025
O 0.81868 0.16432 1.27744
H 1.06915 -1.10177 -0.28387
H 1.25110 1.96958 -0.52719
H 1.14062 0.81984 -1.86386
H 2.61412 0.86116 -0.89080
N -1.21047 -1.28278 1.74556
O -1.06895 -0.35801 -0.71313
O -1.96830 -0.87440 0.82050
O -1.47110 0.96436 -0.95157
H -2.32432 0.85249 -1.39882
H -0.30153 -0.62449 1.85518
H -1.04164 -2.29928 1.72959

3.
Entry from the OMol25 dataset: 2 unconnected molecules or ions with the total composition C13H14F2N2O5P (the ωB97M-V functional and the def2-TZVPD basis).

Summary:
E_tot	-41639.27535	eV
E_LUMO	6.279	eV
total charge	-3
frontier orbital gap	2.1943	eV

Positions of all 37 atoms, in Å:
C 1.94418 -3.94154 1.12651
C 0.73306 -2.93099 1.54033
F 0.70840 -2.65369 2.94716
C 0.66699 -1.65959 0.59174
C 0.08347 -1.93011 -0.84426
C -0.00798 -0.79418 -1.89283
C -0.63298 -1.16930 -3.31737
C -2.17454 -1.60682 -3.05037
C -2.84404 -0.70456 -1.88317
F -4.30768 -0.74899 -1.97131
C 0.48582 0.60500 -1.47086
C 1.06475 0.95272 -0.04548
N 1.45883 2.31810 0.14719
C 1.95551 2.43305 1.48099
O 2.42486 3.73657 1.86922
C 2.09259 1.32689 2.53584
N 1.71017 -0.02668 2.27161
C 1.16408 -0.21404 0.96525
H 2.75884 -3.79373 1.91545
H 2.32218 -3.69742 0.07257
H 1.50995 -5.01249 1.14716
H -0.22748 -3.53805 1.32303
H -0.28342 -2.96553 -1.13285
H -0.55182 -0.24137 -3.97682
H -0.02802 -2.05089 -3.74103
H -2.83026 -1.53925 -3.98104
H -2.12623 -2.66888 -2.61297
H -2.50498 0.38554 -1.92813
H -2.58564 -1.09843 -0.83993
H 0.40407 1.45090 -2.24542
H 1.65153 4.33045 2.05509
H 2.51097 1.57530 3.56714
O -2.37191 6.29235 1.87467
P -1.30940 5.17583 1.87667
O -0.01063 5.68624 2.54165
O -1.00831 4.75640 0.42192
O -1.84493 3.96118 2.66267

4.
Entry from the OMol25 dataset: a single C12H11N3 molecule (the ωB97M-V functional and the def2-TZVPD basis).

Summary:
spin multiplicity	3
expectation value of S²	2.0265
E_tot	-17086.12099	eV
E_LUMO (alpha / beta)	0.550 / -2.816	eV
total charge	0
frontier orbital gap (alpha / beta)	6.8739 / 6.1562	eV

Positions of all 26 atoms, in Å:
C 1.91864 -1.56378 -1.28729
C 3.32398 -0.21070 0.93957
C 2.10696 -0.23408 1.78926
C 3.25946 0.02178 -0.36826
C 0.88055 -0.34207 1.28788
C 1.97751 -0.11584 -0.95274
C -3.70689 -0.13459 1.25060
C -2.56046 -0.61264 0.68461
C -2.56240 1.49354 0.36734
C 0.70908 0.01500 -0.04487
C -1.09343 0.69026 -1.97258
C -0.50864 0.26985 -0.60392
N 1.76598 -2.68530 -1.66792
N -3.69676 1.25149 1.01244
N -1.73192 0.39225 0.24063
H 4.16349 -0.41689 1.51090
H 2.14899 -0.27980 2.93061
H 4.13481 -0.24552 -0.93082
H 0.00492 -0.16507 1.96938
H 1.86508 0.21932 -1.95583
H -4.42267 -0.59551 1.76964
H -2.17354 -1.62779 0.69959
H -2.09104 2.46637 0.23999
H -1.90079 0.05862 -2.34297
H -0.35516 0.63572 -2.73716
H -1.45576 1.71543 -1.82807

5.
Entry from the OMol25 dataset: a molecular structure, C39H43BaCl2N9O8PS2 (the ωB97M-V functional and the def2-TZVPD basis).

Summary:
energy relative to the best compared isomer or geometry (same formula, charge and spin)	0.0	kcal/mol
E_tot	-127637.85497	eV
E_LUMO	2.040	eV
total charge	-1
frontier orbital gap	6.1423	eV

Positions of all 105 atoms, in Å:
Ba -0.10734 -0.04896 -0.07943
C 0.64819 -5.31092 2.74588
N -0.26823 -4.33498 2.18972
C -1.34527 -4.62610 1.40151
C -1.77471 -3.43468 0.88632
N -0.96490 -2.43432 1.32483
C -0.05802 -2.98821 2.09761
P 1.22165 -2.16575 3.08380
C 2.48556 -1.45862 1.98056
N 2.39234 -0.37235 1.24059
C 3.61652 -0.17158 0.68106
C 4.47311 -1.15532 1.09111
N 3.75646 -1.95560 1.93527
C 4.19947 -3.23568 2.45469
C 0.36327 -0.60975 3.51292
N -0.24258 0.21904 2.68632
C -0.64273 1.29428 3.42008
C -0.27907 1.11263 4.72527
N 0.35741 -0.10082 4.77933
C 0.96139 -0.68533 5.95994
H 0.17975 -6.29181 2.69808
H 1.56204 -5.31820 2.15185
H 0.87234 -5.07544 3.78515
H -1.69346 -5.63658 1.27768
H -2.60423 -3.23866 0.22625
H 3.80497 0.65174 0.01034
H 5.50317 -1.36034 0.86085
H 5.27469 -3.31391 2.30737
H 3.97967 -3.30835 3.51899
H 3.69791 -4.03039 1.90270
H -1.14768 2.13124 2.96680
H -0.40499 1.72049 5.60395
H 0.60630 -0.14427 6.83414
H 0.67794 -1.73147 6.05204
H 2.04835 -0.61735 5.91794
S -2.68962 -0.10561 -2.10986
C -3.57946 -0.36141 -0.64644
C -4.93645 -0.77669 -0.68562
C -5.62727 -0.99896 0.48077
C -4.98398 -0.82037 1.70754
C -3.66344 -0.41983 1.67150
N -2.98128 -0.18487 0.55114
H -5.40133 -0.91861 -1.65161
H -6.66325 -1.31849 0.44255
H -5.48512 -0.99319 2.65038
H -3.10220 -0.28247 2.59144
Cl 4.20824 5.69264 -4.16604
C 3.27763 4.50532 -3.27952
C 2.64111 3.47211 -3.97574
C 1.94049 2.51912 -3.28644
Cl 1.16898 1.23114 -4.15287
C 1.77792 2.53705 -1.85456
O 1.12380 1.65424 -1.24542
C 2.45785 3.61538 -1.19434
C 2.40969 3.79531 0.25989
O 1.83049 3.12417 1.08179
C 3.19203 4.56595 -1.91375
H 2.71571 3.41191 -5.05354
H 3.02601 4.66157 0.59943
H 3.69153 5.36301 -1.37333
O -1.84097 4.27237 1.41280
C -1.72812 3.61548 0.25286
O -1.46055 2.45254 0.17010
C -1.96254 4.45888 -0.99206
N -2.48509 5.79355 -0.63492
C -3.89325 5.80928 -1.07007
C -3.93844 4.92103 -2.30985
C -2.98082 3.78640 -1.94131
H -0.98162 4.55039 -1.46487
H -1.96905 6.50494 -1.13562
H -2.09185 5.18500 1.14966
H -4.22682 6.83441 -1.23047
H -4.51070 5.37777 -0.27726
H -3.57043 5.47651 -3.17727
H -4.94078 4.56273 -2.54329
H -2.49307 3.32207 -2.79460
H -3.49606 2.97419 -1.42768
C 6.52601 2.62128 -0.91509
C 6.22828 1.41792 -1.76721
C 5.34830 1.53000 -2.84261
C 5.01510 0.42676 -3.60755
C 5.55549 -0.81218 -3.28530
C 6.44069 -0.94525 -2.23052
C 6.78156 0.17559 -1.48455
S 5.08803 -2.22243 -4.25330
O 5.63817 -3.38356 -3.60533
O 5.40806 -2.02306 -5.64255
N 3.46871 -2.08535 -4.14859
C 2.78335 -2.08271 -2.84917
C 2.66580 -3.39981 -2.09819
C 1.92121 -3.16045 -0.76670
O 2.13708 -3.92655 0.18875
O 1.16977 -2.14472 -0.76022
H 6.50806 3.53460 -1.51042
H 7.50088 2.53865 -0.43356
H 5.77448 2.72915 -0.12892
H 4.90754 2.48884 -3.07026
H 4.30910 0.51215 -4.42311
H 6.84464 -1.92123 -1.99556
H 7.47582 0.07725 -0.65745
H 3.00984 -2.59376 -4.89327
H 1.78748 -1.68623 -3.02570
H 3.28708 -1.33904 -2.22959
H 3.63951 -3.84182 -1.88207
H 2.12316 -4.13553 -2.70088